{"formula": "C6H11N", "method": "the ωB97M-V functional and the def2-TZVPD basis", "energy_ha": -289.962464, "total_charge": 0, "homo_lumo_gap_ev": 12.2, "smiles": "CCC[C@@H](C)C#N", "e_above_lowest_kcal_mol": 5.8, "homo_energy_ev": -11.258, "elements": ["C", "C", "C", "C", "C", "C", "N", "H", "H", "H", "H", "H", "H", "H", "H", "H", "H", "H"], "positions_angstrom": [[-0.432, -2.592, -0.259], [0.446, -1.362, -0.050], [-0.378, -0.080, -0.114], [0.394, 1.188, 0.346], [0.339, 2.359, -0.644], [-0.195, 1.530, 1.648], [-0.774, 1.658, 2.641], [0.155, -3.515, -0.260], [-1.177, -2.669, 0.543], [-0.975, -2.528, -1.210], [0.940, -1.426, 0.929], [1.245, -1.326, -0.802], [-0.776, 0.072, -1.123], [-1.248, -0.198, 0.542], [1.450, 0.935, 0.513], [0.811, 2.069, -1.588], [-0.695, 2.648, -0.854], [0.869, 3.235, -0.258]]}